{"formula": "C11H12InN2O4Se", "method": "ωB97M-V with the def2-TZVPD basis set", "elements": ["In", "C", "O", "C", "O", "C", "O", "C", "O", "C", "H", "H", "C", "H", "H", "C", "N", "C", "C", "N", "C", "C", "Se", "H", "H", "H", "H", "H", "H", "H", "H"], "coordinates": [[0.831, 0.658, -0.842], [1.705, -1.158, -0.889], [2.163, -2.152, -0.899], [2.335, 1.173, -2.104], [3.151, 1.430, -2.783], [2.004, 1.142, 0.671], [2.641, 1.402, 1.526], [-0.244, 0.139, -2.416], [-0.856, -0.159, -3.275], [-1.588, 5.106, -0.599], [-2.586, 4.814, -0.961], [-1.532, 5.285, 0.486], [-0.642, 5.546, -1.432], [0.233, 6.106, -1.068], [-0.820, 5.635, -2.514], [0.882, -1.124, 2.992], [0.196, -1.901, 1.950], [0.334, -3.261, 1.768], [-0.427, -3.632, 0.709], [-1.054, -2.510, 0.208], [-1.952, -2.504, -0.956], [-0.659, -1.452, 0.980], [-1.154, 0.253, 0.738], [1.972, -1.228, 2.862], [0.595, -1.525, 3.981], [0.607, -0.064, 2.943], [0.950, -3.871, 2.378], [-0.547, -4.601, 0.294], [-1.402, -2.870, -1.838], [-2.803, -3.180, -0.753], [-2.335, -1.496, -1.157]], "lumo_ev": -13.165, "fmax_ev_per_a": 6.83, "energy_ha": -3427.03488, "gap_ev": 4.2134, "total_charge": 3}

***

{"formula": "C24H27N5O2S", "method": "ωB97M-V with the def2-TZVPD basis set", "elements": ["C", "C", "C", "C", "N", "N", "C", "C", "O", "N", "C", "C", "C", "S", "C", "C", "N", "C", "C", "C", "C", "C", "C", "N", "C", "C", "C", "C", "C", "C", "C", "O", "H", "H", "H", "H", "H", "H", "H", "H", "H", "H", "H", "H", "H", "H", "H", "H", "H", "H", "H", "H", "H", "H", "H", "H", "H", "H", "H"], "coordinates": [[2.748, 2.898, 0.398], [2.606, 1.381, 0.383], [3.921, 0.688, 0.731], [3.861, -0.830, 0.545], [2.917, -1.457, 1.452], [1.658, -1.413, 1.063], [0.702, -1.927, 1.770], [-0.668, -1.752, 1.185], [-1.652, -2.381, 1.530], [-0.689, -0.800, 0.235], [-1.858, -0.432, -0.527], [-2.839, 0.357, 0.369], [-4.001, 0.980, -0.385], [-4.899, -0.243, -1.415], [-6.278, 0.820, -1.925], [-1.386, 0.371, -1.692], [-0.259, 1.024, -1.715], [-0.204, 1.631, -2.945], [0.767, 2.454, -3.503], [0.544, 2.930, -4.778], [-0.611, 2.604, -5.493], [-1.588, 1.789, -4.958], [-1.371, 1.307, -3.678], [-2.102, 0.497, -2.847], [0.964, -2.596, 3.019], [-0.018, -3.191, 3.820], [0.335, -3.804, 5.001], [1.665, -3.840, 5.418], [2.644, -3.258, 4.645], [2.307, -2.633, 3.443], [3.365, -2.025, 2.635], [4.547, -2.002, 2.929], [3.500, 3.220, -0.319], [1.801, 3.365, 0.137], [3.047, 3.248, 1.384], [2.270, 1.062, -0.605], [1.836, 1.090, 1.101], [4.199, 0.910, 1.764], [4.714, 1.068, 0.084], [3.545, -1.069, -0.472], [4.838, -1.270, 0.752], [0.170, -0.327, -0.014], [-2.375, -1.338, -0.875], [-3.210, -0.338, 1.123], [-2.285, 1.154, 0.870], [-3.657, 1.776, -1.049], [-4.725, 1.390, 0.320], [-5.894, 1.698, -2.437], [-6.855, 1.110, -1.050], [-6.896, 0.235, -2.598], [1.657, 2.707, -2.949], [1.278, 3.572, -5.241], [-0.740, 3.001, -6.489], [-2.481, 1.538, -5.512], [-3.001, 0.072, -3.023], [-1.044, -3.166, 3.490], [-0.428, -4.263, 5.613], [1.925, -4.325, 6.347], [3.682, -3.269, 4.939]], "lumo_ev": 0.164, "fmax_ev_per_a": 1.00, "energy_ha": -1753.27533, "gap_ev": 8.7750, "relative_energy_kcal_mol": 2.00, "smiles": "CCCCn1nc(C(=O)N[C@@H](CCSC)c2nc3ccccc3[nH]2)c2ccccc2c1=O"}

***

{"formula": "C20H34F4N5O5OsPTe", "method": "ωB97M-V with the def2-TZVPD basis set", "elements": ["Os", "C", "N", "C", "C", "C", "N", "C", "C", "F", "C", "F", "C", "C", "F", "C", "F", "H", "H", "H", "H", "H", "H", "H", "H", "H", "H", "H", "N", "C", "C", "N", "H", "H", "H", "H", "H", "H", "H", "H", "H", "C", "C", "O", "P", "O", "Te", "O", "C", "C", "H", "H", "H", "H", "H", "H", "H", "H", "H", "H", "O", "C", "C", "C", "C", "O", "N", "H", "H", "H", "H"], "coordinates": [[0.024, 0.798, -0.330], [-0.556, 0.927, -3.314], [-1.209, 0.717, -1.996], [-2.215, 1.805, -1.794], [-1.898, -0.618, -2.018], [-2.117, -1.105, -0.595], [-0.828, -0.920, 0.069], [-0.198, -1.835, 0.867], [0.946, -1.413, 1.567], [1.360, -0.121, 1.354], [1.689, -2.217, 2.403], [2.749, -1.704, 3.014], [1.334, -3.540, 2.586], [0.240, -4.003, 1.880], [-0.113, -5.286, 1.984], [-0.505, -3.200, 1.032], [-1.505, -3.777, 0.344], [-1.312, 0.867, -4.098], [0.195, 0.153, -3.460], [-0.078, 1.903, -3.325], [-2.863, 1.842, -2.670], [-1.685, 2.752, -1.697], [-2.794, 1.603, -0.896], [-1.213, -1.301, -2.525], [-2.817, -0.526, -2.600], [-2.445, -2.137, -0.614], [-2.867, -0.511, -0.073], [1.886, -4.187, 3.251], [1.195, -6.374, -2.264], [1.090, -5.313, -3.345], [0.280, -4.112, -2.858], [0.954, -3.144, -2.028], [1.726, -7.185, -2.586], [0.273, -6.703, -1.974], [1.669, -6.014, -1.434], [0.634, -5.808, -4.201], [2.118, -5.049, -3.589], [-0.608, -4.468, -2.325], [-0.110, -3.615, -3.748], [1.739, -2.700, -2.486], [1.235, -3.474, -1.113], [5.180, 4.053, 0.631], [4.102, 3.013, 0.491], [3.510, 3.145, -0.845], [2.029, 3.520, -1.169], [1.090, 2.341, -1.238], [1.227, 5.315, 0.246], [2.083, 4.065, -2.637], [2.961, 5.187, -2.985], [2.569, 5.668, -4.356], [5.711, 3.900, 1.571], [4.755, 5.056, 0.641], [5.902, 3.979, -0.180], [3.314, 3.115, 1.234], [4.488, 1.995, 0.528], [3.985, 4.819, -2.937], [2.832, 5.970, -2.232], [2.649, 4.868, -5.090], [3.244, 6.469, -4.656], [1.554, 6.058, -4.363], [1.169, 2.822, 1.813], [-0.025, 2.666, 2.061], [-0.795, 3.358, 3.158], [-2.209, 2.809, 3.008], [-2.127, 1.877, 1.818], [-3.044, 1.267, 1.314], [-0.820, 1.828, 1.347], [-0.735, 4.437, 3.010], [-0.318, 3.137, 4.112], [-2.964, 3.570, 2.813], [-2.552, 2.230, 3.866]], "spin_multiplicity": 5, "lumo_ev": [-5.444, -6.522], "fmax_ev_per_a": 0.70, "energy_ha": -2531.48719, "s2": 6.017, "gap_ev": [7.2254, 6.5381], "total_charge": 2, "relative_energy_kcal_mol": 32.52}

***

{"formula": "C55H50MnN11O12", "method": "ωB97M-V with the def2-TZVPD basis set", "elements": ["Mn", "C", "O", "C", "C", "C", "C", "C", "C", "N", "C", "N", "C", "C", "C", "C", "C", "C", "O", "C", "N", "C", "C", "C", "C", "C", "C", "O", "C", "H", "H", "H", "H", "H", "H", "H", "H", "H", "H", "H", "H", "H", "H", "H", "H", "H", "H", "H", "H", "H", "H", "O", "C", "O", "C", "C", "C", "C", "C", "C", "O", "N", "O", "O", "N", "O", "O", "H", "H", "C", "O", "C", "C", "C", "C", "C", "C", "C", "N", "C", "C", "N", "C", "C", "C", "C", "N", "C", "C", "N", "C", "C", "C", "C", "H", "H", "H", "H", "H", "H", "H", "H", "H", "H", "H", "H", "H", "H", "C", "N", "C", "C", "C", "N", "C", "C", "O", "H", "H", "H", "H", "H", "H", "H", "H", "H", "H", "H", "H"], "coordinates": [[1.196, -0.582, 0.531], [2.420, 7.711, 1.924], [2.477, 6.314, 1.988], [2.022, 5.668, 3.116], [1.468, 6.286, 4.218], [1.082, 5.532, 5.321], [1.251, 4.162, 5.314], [1.790, 3.528, 4.203], [2.184, 4.265, 3.095], [2.853, 3.712, 2.014], [2.602, 2.411, 1.487], [3.749, 1.717, 1.464], [4.138, 0.494, 0.903], [3.262, -0.461, 0.376], [3.866, -1.609, -0.167], [5.230, -1.817, -0.146], [6.081, -0.861, 0.391], [5.540, 0.301, 0.899], [6.302, 1.343, 1.411], [7.658, 1.392, 1.051], [1.457, 1.976, 1.081], [0.336, 2.779, 1.055], [-0.931, 2.067, 1.544], [-2.612, 3.730, 1.109], [-1.958, 5.058, 0.911], [-0.653, 5.102, 0.610], [0.324, 4.036, 0.521], [1.490, 4.460, -0.155], [1.406, 4.220, -1.542], [2.980, 7.987, 1.029], [2.887, 8.176, 2.797], [1.393, 8.078, 1.831], [1.345, 7.359, 4.238], [0.666, 6.031, 6.183], [0.965, 3.579, 6.177], [1.912, 2.455, 4.196], [2.950, 4.402, 1.272], [4.532, 2.208, 1.883], [3.251, -2.392, -0.596], [5.635, -2.736, -0.545], [7.147, -1.034, 0.405], [8.016, 2.370, 1.367], [7.778, 1.290, -0.032], [8.251, 0.624, 1.556], [-0.621, 1.328, 2.298], [-2.501, 3.227, 0.145], [-2.536, 5.966, 0.988], [-0.196, 6.067, 0.424], [2.275, 4.704, -1.990], [0.494, 4.661, -1.965], [1.416, 3.146, -1.763], [0.796, -0.917, 4.526], [1.238, -1.297, 3.447], [1.213, -0.563, 2.393], [1.836, -2.679, 3.342], [2.193, -3.291, 4.513], [2.746, -4.580, 4.518], [2.964, -5.238, 3.313], [2.616, -4.646, 2.116], [1.993, -3.336, 2.061], [1.576, -2.859, 0.985], [2.850, -5.376, 0.924], [2.943, -4.786, -0.142], [2.962, -6.598, 1.019], [3.096, -5.209, 5.728], [2.866, -4.626, 6.784], [3.617, -6.322, 5.683], [2.039, -2.771, 5.448], [3.416, -6.220, 3.312], [-6.452, -6.006, -9.425], [-6.652, -6.117, -8.041], [-5.726, -5.542, -7.210], [-4.589, -4.861, -7.632], [-3.721, -4.319, -6.703], [-3.963, -4.436, -5.331], [-5.117, -5.121, -4.921], [-5.981, -5.660, -5.840], [-3.100, -3.857, -4.342], [-3.372, -3.770, -3.050], [-2.323, -3.125, -2.489], [-1.379, -2.790, -3.463], [-1.888, -3.272, -4.633], [-0.206, -2.045, -3.200], [0.713, -1.654, -4.163], [1.794, -0.871, -3.774], [1.942, -0.547, -2.429], [1.112, -0.930, -1.471], [-0.002, -1.668, -1.827], [-0.936, -2.019, -0.829], [-0.703, -1.582, 0.447], [-1.557, -1.903, 1.401], [-2.700, -2.663, 1.195], [-2.988, -3.100, -0.097], [-2.118, -2.771, -1.122], [-7.301, -6.503, -9.893], [-5.525, -6.499, -9.741], [-6.428, -4.958, -9.748], [-4.372, -4.737, -8.682], [-2.854, -3.787, -7.067], [-5.301, -5.207, -3.864], [-6.875, -6.181, -5.533], [-1.425, -3.273, -5.524], [0.585, -1.947, -5.198], [2.521, -0.531, -4.495], [2.795, 0.044, -2.116], [-1.332, -1.531, 2.395], [-3.345, -2.908, 2.025], [-3.868, -3.685, -0.317], [-2.941, 0.507, -1.354], [-2.725, 1.091, -0.035], [-4.023, 1.174, 0.647], [-4.350, 2.147, 1.784], [-4.093, 3.630, 1.474], [-1.920, 2.921, 2.102], [-1.598, 3.578, 3.350], [-1.424, 1.292, 0.309], [-0.546, 0.928, -0.478], [-3.445, -0.456, -1.271], [-1.983, 0.356, -1.846], [-3.555, 1.180, -1.957], [-4.251, 0.163, 1.011], [-4.736, 1.387, -0.158], [-3.798, 1.876, 2.681], [-5.415, 1.994, 1.979], [-4.313, 4.230, 2.358], [-4.724, 3.976, 0.654], [-2.423, 3.439, 4.055], [-1.438, 4.653, 3.227], [-0.698, 3.151, 3.785]], "spin_multiplicity": 2, "lumo_ev": [1.464, 1.433], "fmax_ev_per_a": 2.75, "energy_ha": -4781.94956, "s2": 1.243, "gap_ev": [5.9337, 5.4113], "total_charge": -1, "relative_energy_kcal_mol": 80.57}